Below is a cluster of 17 separate species, C64H170N8O33 in total, with properties calculated with ωB97M-V/def2-TZVPD.

Summary:
HOMO-LUMO gap (spin up / spin down), hartree: 0.270 / 0.084
Expectation value of S²: 0.754
E_HOMO (spin up / spin down), eV: -9.48 / -9.48

The geometry in ORCA input format:
```
! wB97M-V def2-TZVPD RIJCOSX def2/J DEFGRID3
* xyz 1 2
C -1.73 -3.59 -2.28
O -2.20 -3.75 -3.62
C -3.54 -3.48 -3.86
C -3.83 -3.36 -5.40
N -3.46 -4.52 -6.19
C -4.24 -5.73 -5.96
C -3.58 -6.72 -6.83
O -2.17 -6.74 -6.64
C -1.64 -7.82 -7.31
H -2.42 -4.02 -1.55
H -1.71 -2.52 -2.05
H -0.80 -4.15 -2.19
H -3.94 -2.60 -3.35
H -4.10 -4.31 -3.42
H -3.19 -2.53 -5.68
H -4.82 -2.96 -5.65
H -2.47 -4.73 -6.15
H -5.27 -5.54 -6.25
H -4.22 -6.06 -4.92
H -3.94 -6.49 -7.83
H -4.03 -7.71 -6.71
H -2.00 -7.99 -8.32
H -1.72 -8.74 -6.73
H -0.55 -7.73 -7.31
C -0.66 4.30 0.61
O 0.45 4.02 -0.23
C 1.42 5.03 0.00
C 2.55 4.89 -1.04
N 3.19 3.53 -1.01
C 4.17 3.04 -2.06
C 4.43 1.50 -1.88
O 5.22 1.25 -0.74
C 5.37 -0.12 -0.45
H -1.49 3.60 0.47
H -1.04 5.30 0.40
H -0.37 4.18 1.65
H 1.73 4.98 1.04
H 1.02 6.03 -0.19
H 3.32 5.62 -0.77
H 2.27 5.09 -2.08
H 2.40 2.92 -0.85
H 5.12 3.56 -1.93
H 3.73 3.29 -3.03
H 4.82 0.96 -2.74
H 3.49 0.97 -1.71
H 5.63 -0.76 -1.29
H 4.53 -0.64 0.00
H 6.17 -0.29 0.27
C -1.49 2.85 -9.83
O -0.55 2.70 -8.83
C 0.50 3.61 -8.70
C 1.64 3.02 -7.82
N 1.25 2.60 -6.47
C 1.03 3.68 -5.48
C 0.70 3.16 -4.06
O -0.48 2.43 -4.13
C -1.05 2.27 -2.87
H -1.93 3.84 -9.74
H -2.27 2.11 -9.69
H -0.99 2.67 -10.78
H 0.12 4.56 -8.33
H 0.94 3.80 -9.68
H 2.49 3.70 -7.75
H 1.98 2.09 -8.27
H 0.34 2.15 -6.52
H 0.32 4.45 -5.77
H 1.97 4.22 -5.33
H 0.66 4.00 -3.37
H 1.47 2.44 -3.79
H -0.42 1.57 -2.32
H -1.98 1.73 -3.07
H -1.26 3.21 -2.37
C -1.80 1.05 4.66
O -0.56 0.52 4.24
C -0.43 0.71 2.83
C 1.11 0.39 2.46
N 1.49 -0.97 2.81
C 1.08 -2.01 1.84
C 1.41 -1.84 0.33
O 0.44 -1.08 -0.29
C 0.57 -1.02 -1.72
H -2.63 0.49 4.23
H -1.81 2.13 4.49
H -1.93 0.77 5.70
H -0.80 1.64 2.39
H -1.03 -0.03 2.30
H 1.76 1.03 3.05
H 1.27 0.65 1.41
H 0.95 -1.22 3.62
H 0.04 -2.33 1.80
H 1.61 -2.89 2.18
H 1.46 -2.85 -0.07
H 2.41 -1.41 0.26
H 0.54 -2.03 -2.13
H 1.54 -0.58 -1.98
H -0.20 -0.49 -2.28
C -8.48 -1.89 6.71
O -7.06 -1.54 6.65
C -6.35 -2.43 5.86
C -4.81 -2.18 5.99
N -4.36 -2.48 7.33
C -2.99 -2.08 7.44
C -2.67 -1.98 8.93
O -3.34 -0.87 9.51
C -2.69 -0.42 10.69
H -9.03 -1.35 7.48
H -8.62 -2.94 6.96
H -8.97 -1.64 5.77
H -6.74 -2.39 4.84
H -6.58 -3.44 6.21
H -4.62 -1.16 5.66
H -4.29 -2.71 5.20
H -4.87 -1.83 7.92
H -2.73 -1.22 6.83
H -2.43 -2.88 6.96
H -1.59 -1.86 8.92
H -2.94 -2.93 9.39
H -1.61 -0.30 10.55
H -2.84 -1.16 11.47
H -3.04 0.52 11.12
C -1.18 -0.46 -5.49
O -0.23 -0.88 -6.55
C 1.09 -1.27 -5.99
C 2.25 -1.55 -6.99
N 2.20 -0.74 -8.20
C 1.41 -1.36 -9.29
C 1.51 -0.46 -10.53
O 2.79 -0.53 -11.23
C 2.98 -1.64 -12.07
H -0.68 0.16 -4.74
H -1.60 -1.34 -5.02
H -2.07 0.05 -5.84
H 0.90 -2.20 -5.44
H 1.47 -0.55 -5.26
H 2.23 -2.61 -7.27
H 3.20 -1.35 -6.49
H 1.72 0.10 -7.89
H 0.42 -1.64 -8.93
H 1.84 -2.33 -9.56
H 1.31 0.57 -10.23
H 0.77 -0.70 -11.29
H 3.96 -1.67 -12.55
H 2.24 -1.71 -12.86
H 2.94 -2.58 -11.52
C 3.23 -3.00 -3.09
O 4.04 -2.58 -4.17
C 5.43 -2.65 -4.05
C 6.21 -2.05 -5.23
N 7.67 -2.12 -5.12
C 8.13 -3.45 -5.56
C 9.62 -3.81 -5.10
O 10.52 -3.29 -6.05
C 11.89 -3.42 -5.76
H 3.36 -2.35 -2.22
H 3.48 -4.03 -2.85
H 2.19 -2.93 -3.40
H 5.80 -3.68 -4.04
H 5.72 -2.07 -3.17
H 6.01 -0.97 -5.25
H 5.79 -2.48 -6.14
H 7.87 -1.46 -5.86
H 8.13 -3.46 -6.65
H 7.46 -4.25 -5.26
H 9.72 -4.89 -5.00
H 9.78 -3.36 -4.12
H 12.44 -2.71 -6.38
H 12.36 -4.37 -6.01
H 12.17 -3.19 -4.73
C -5.46 12.95 0.57
O -5.19 11.72 1.14
C -5.22 11.57 2.50
C -4.85 10.14 2.92
N -3.46 9.88 2.47
C -3.18 8.47 2.28
C -3.64 7.58 3.44
O -3.12 6.26 3.15
C -3.60 5.20 4.08
H -5.64 12.80 -0.50
H -4.54 13.53 0.59
H -6.32 13.47 0.99
H -6.17 11.89 2.92
H -4.44 12.23 2.89
H -5.56 9.47 2.44
H -4.88 10.03 4.00
H -3.36 10.25 1.54
H -2.11 8.25 2.25
H -3.51 8.11 1.31
H -4.73 7.57 3.50
H -3.38 7.92 4.44
H -2.93 4.38 3.79
H -4.60 4.79 3.91
H -3.57 5.49 5.13
C -5.38 1.91 1.99
C -4.08 2.15 1.21
O -4.04 1.81 -0.17
O -5.64 0.57 2.31
H -6.26 2.24 1.43
H -5.27 2.35 2.98
H -3.20 1.75 1.71
H -3.94 3.23 1.18
H -4.39 2.56 -0.67
H -4.82 0.08 2.27
C 4.04 2.31 7.07
C 2.98 2.66 8.20
O 2.48 3.97 8.05
O 3.47 2.37 5.79
H 4.56 1.38 7.31
H 4.78 3.11 7.11
H 3.37 2.80 9.21
H 2.19 1.92 8.23
H 1.71 3.91 7.48
H 2.95 1.59 5.62
C 4.38 -5.06 0.62
C 3.89 -6.19 -0.26
O 4.47 -7.37 0.22
O 4.05 -3.84 0.07
H 5.46 -5.04 0.76
H 3.99 -5.21 1.63
H 4.11 -6.18 -1.33
H 2.80 -6.24 -0.21
H 4.07 -8.16 -0.16
H 4.29 -3.22 0.77
C 5.15 -0.54 4.29
C 4.78 -1.94 3.74
O 4.21 -1.81 2.45
O 6.33 -0.06 3.56
H 5.55 -0.48 5.30
H 4.32 0.16 4.35
H 4.14 -2.53 4.40
H 5.76 -2.39 3.66
H 3.45 -1.25 2.62
H 5.87 0.48 2.91
C 1.04 -0.61 7.17
C 1.14 -2.04 6.55
O 0.05 -2.21 5.58
O 1.29 0.35 6.21
H 1.85 -0.48 7.89
H 0.04 -0.42 7.57
H 1.03 -2.83 7.29
H 2.12 -2.10 6.07
H 0.09 -3.12 5.28
H 0.84 0.21 5.37
C -3.16 -1.37 0.64
C -4.25 -1.32 -0.34
O -4.74 -2.60 -0.68
O -3.81 -1.43 1.97
H -2.51 -0.50 0.54
H -2.49 -2.22 0.59
H -3.86 -0.85 -1.24
H -5.03 -0.64 -0.01
H -5.25 -3.01 0.03
H -3.15 -1.68 2.61
C -5.16 1.72 7.18
C -5.61 2.50 8.46
O -4.53 2.67 9.33
O -4.44 2.64 6.34
H -6.09 1.58 6.63
H -4.72 0.73 7.33
H -6.36 1.93 9.01
H -6.00 3.50 8.27
H -4.40 3.62 9.43
H -3.62 2.75 6.83
C 1.64 -6.20 3.59
C 1.05 -5.03 4.47
O -0.08 -4.47 3.87
O 0.69 -7.29 3.55
H 2.49 -6.64 4.13
H 1.93 -5.94 2.58
H 1.71 -4.15 4.51
H 0.79 -5.38 5.46
H -0.70 -5.18 3.69
H -0.12 -6.96 3.14
O -2.06 -2.23 3.97
H -1.53 -1.62 4.48
H -1.50 -3.00 3.86
*
```